Entry a
Computed, not measured: the ion C4H9NO2 with charge +1, with ωB97M-V/def2-TZVPD.

```
16
C4H9NO2, DFT ωB97M-V/def2-TZVPD
C -2.1854 0.6347 0.8045
N -1.1552 -0.2578 0.4850
C 0.2535 0.7898 -1.1976
C 0.1855 0.1297 0.2112
C 1.1183 -1.1100 0.2870
O 2.3572 -0.8038 -0.2864
O -3.3148 0.2609 0.6737
H -1.8692 1.6398 1.1174
H -1.5190 -1.1788 0.2201
H -0.6304 1.4058 -1.4192
H 1.0957 1.4637 -1.2449
H 0.3472 0.0153 -1.9604
H 0.4265 0.9186 0.9345
H 0.6571 -1.8725 -0.3468
H 1.2296 -1.4239 1.3191
H 3.0033 -0.6114 0.4028
```

Multiplicity   2
Charge   +1
Kohn-Sham gap (spin up / spin down)   0.415 / 0.229 hartree

---

Entry b
Computed, not measured: the ion C4H9NO2 with charge +1, with ωB97M-V/def2-TZVPD.

```
16
C4H9NO2, DFT ωB97M-V/def2-TZVPD
C -0.3117 0.1504 0.5086
C -1.3382 -0.6867 -0.3897
C -2.4387 0.1394 -1.0016
O -2.3882 1.3309 -1.0328
N 0.8608 -0.6546 0.5765
C 2.1304 -0.1073 0.0713
O 2.5062 0.9714 0.8659
H -0.1587 0.9861 -0.2118
H -0.9001 0.5747 1.3223
H -1.8459 -1.4107 0.2586
H -0.7104 -1.1833 -1.1352
H -3.3091 -0.3991 -1.4190
H 1.0916 -0.6379 1.5883
H 2.8991 -0.8708 0.2035
H 2.0832 0.1290 -0.9943
H 1.8298 1.6685 0.7892
```

Multiplicity   2
Charge   +1
Kohn-Sham gap (spin up / spin down)   0.427 / 0.199 hartree

---

Quick look at relative energies in kJ/mol: entry a 0.0; entry b 99.1.